A structure of composition C36H75Br2FN2O8Si2 in a non-equilibrium geometry, computed with ωB97M-V/def2-TZVPD.

Cartesian coordinates (Å):
H  1.50760  -2.68108  3.11564
C  -0.72204  -5.10145  -0.58825
H  2.51913  0.50369  4.53633
O  -1.06752  -8.02989  -2.70858
H  -3.25924  0.84457  0.53930
H  2.63354  0.95826  2.86367
C  1.46503  -0.89898  8.88549
H  -1.00231  -7.22678  -0.42468
C  3.75030  4.35690  2.47869
H  -0.12373  3.76114  -3.44340
C  4.88751  1.28878  -1.96724
Si  1.98272  0.47374  -1.97523
C  1.10199  -0.37140  3.18462
C  2.81038  -1.57411  8.95590
H  -6.54048  4.89105  -4.27765
H  5.31187  4.32793  4.00653
H  -1.57367  1.58656  -4.88900
H  2.79858  -0.82486  1.12530
H  0.77850  0.39484  7.26985
O  3.27052  5.42941  1.65604
O  -1.60891  -1.19564  -3.98456
N  -3.74073  2.11852  -1.14944
H  -2.22107  2.41693  0.51446
H  1.18608  -3.15284  -0.48298
C  -6.42910  1.57121  -4.11448
C  -2.39061  -7.84350  -3.23004
H  -0.15274  -5.27947  -1.50513
H  0.49518  0.37805  2.48625
C  4.91938  2.88241  -1.45979
C  -2.60124  -0.26404  -4.01443
H  4.74613  2.97006  -0.29023
H  0.70686  -1.61643  8.54965
C  -1.59150  -6.14438  1.32788
H  -4.82510  2.86805  -4.83489
C  -1.52691  4.83228  -0.69452
O  2.67015  -0.38356  6.91407
C  1.33109  -1.97602  -0.34318
C  -1.31330  -9.38927  -4.63155
C  -1.53812  -6.30490  -0.16949
H  -0.21917  -4.94398  2.52427
C  0.34520  6.42841  0.28943
C  2.16627  -1.80805  1.07419
C  5.07824  4.80301  3.05039
H  -2.03465  -7.49306  -5.32126
H  -1.80126  7.05885  -0.23445
H  3.83520  3.44428  1.88237
Br  5.14303  0.01879  -0.43451
C  1.15624  -1.81533  2.40258
H  0.00526  6.96761  1.29863
H  -2.02070  -0.29947  -1.25790
C  -0.95614  6.36866  -0.71744
H  -6.34382  2.96833  -5.74650
H  -5.74645  1.20905  -3.33803
H  2.87757  -2.42547  6.96526
C  -0.43418  3.42584  -2.34041
H  5.83554  6.85302  3.17267
H  5.88548  4.57130  2.34540
H  4.32252  6.54350  4.04527
H  -1.35784  -4.22225  -0.73695
H  -0.92188  4.10902  0.03721
H  6.02468  3.29103  -1.63915
C  -1.49575  0.71065  -0.89737
O  0.68189  0.67808  -3.12054
C  -2.36465  -8.31038  -4.66900
H  2.77503  -2.58262  9.37563
C  3.62374  0.94220  -2.94916
Br  1.87465  1.71035  -0.06976
H  3.24806  -1.83688  -1.69986
H  4.21354  3.57370  -2.09014
H  5.86725  1.18174  -2.64107
H  3.49552  -0.97282  9.56508
H  3.85894  0.14950  -3.78078
C  -0.32085  -8.83009  -3.63556
H  0.08406  -2.09537  1.99234
H  -0.86620  -9.60180  -5.60594
H  -5.83467  3.98037  -2.92897
H  3.34468  1.95868  -3.50922
H  4.34035  -1.51526  7.40333
C  -2.68985  1.59892  -0.19021
C  -7.81388  3.32064  -3.44842
H  -6.58086  0.77266  -4.84590
C  -2.10152  1.31980  -3.85845
H  1.60138  -1.96957  -2.60622
H  -0.76645  6.79851  -1.78941
H  -2.52228  -6.33896  -0.64360
C  3.25223  -1.55169  7.50886
H  0.51427  -6.37943  1.77470
C  -5.91411  2.84651  -4.74508
H  0.24831  -1.52790  -0.30833
C  1.69214  0.14897  7.81803
H  -0.74450  0.39628  -0.05964
H  1.13628  -0.47380  9.83713
H  0.75479  5.37788  0.61772
O  0.17806  -4.81321  0.49057
H  2.89219  -2.74786  1.13318
H  0.41032  -8.17872  -4.12593
O  -7.67658  1.89341  -3.48422
H  4.70862  6.75692  1.03586
H  -4.30062  2.89377  -0.68487
H  2.10088  1.07019  8.24735
H  0.21742  -9.61398  -3.09495
H  -2.68013  -6.79338  -3.13446
H  3.42278  7.46402  2.03921
F  -4.00739  -0.68582  -4.22236
H  -4.38454  1.32625  -1.36581
H  -8.14453  3.63386  -2.45393
H  -1.74865  -10.31789  -4.24398
H  -8.58254  3.60076  -4.17647
H  -2.36492  -5.41467  1.59559
C  2.14084  -1.45937  -1.67136
H  -1.79885  -7.07476  1.86256
H  -2.99158  2.06701  -3.68871
C  4.89570  6.29587  3.14404
O  -1.64734  4.18908  -2.01195
H  3.01348  4.18906  3.27176
H  0.45899  3.73152  -1.65191
H  1.24351  6.98777  -0.23311
C  -0.22161  -5.58008  1.63486
N  2.48045  0.17867  3.54561
H  0.46679  -0.48680  4.16467
Si  -0.71856  1.50167  -2.46905
C  -6.46695  3.90075  -3.82113
H  -2.62673  4.87516  -0.24363
H  -3.07531  -8.45108  -2.62833
C  4.07070  6.59217  1.91066
H  -3.33883  -8.65804  -5.02196

Results
- electronic energy (eV) = -216460.6796
- gap between HOMO and LUMO (Eh) = 0.3418
- LUMO level (eV) = 0.522
- HOMO energy (Eh) = -0.323
- total charge = 0

A structure of composition C36H76F8MnN8O20S8 in a non-equilibrium geometry, computed with ωB97M-V/def2-TZVPD.

Cartesian coordinates (Å):
S  12.86856  11.59294  -18.75275
O  11.68391  11.14375  -18.11462
H  15.78649  10.94626  -14.78564
O  16.66394  6.85160  -17.58864
H  18.89906  14.37161  -16.19583
H  14.09323  11.23484  -25.33696
C  13.60582  13.08577  -24.21612
N  16.71458  9.36931  -18.62028
H  19.91180  16.95493  -20.88705
Mn  15.77690  10.69673  -19.97963
C  15.02170  13.45220  -23.76205
H  15.26075  13.08790  -22.76657
C  16.59378  14.25921  -15.16045
H  12.21973  16.02094  -18.11423
C  14.61442  17.05423  -17.72333
F  15.78163  7.06354  -25.19284
H  11.85386  19.59863  -19.27522
C  17.16495  11.90357  -13.34506
S  16.74031  8.24968  -24.63617
H  12.62021  12.87597  -22.23111
C  20.59026  20.11802  -20.65696
O  11.87004  8.82506  -19.58623
C  13.35205  19.62010  -17.19765
H  11.55628  13.55781  -23.39036
C  12.61976  13.50675  -23.12458
F  14.71774  8.10156  -18.16480
H  18.78609  15.73269  -12.96882
H  13.15437  15.64673  -19.70014
O  17.23201  15.08080  -19.37490
F  18.68925  11.21632  -20.42286
C  13.61414  11.55875  -24.41670
C  17.86255  15.64663  -13.55338
H  15.64464  12.86366  -24.45068
H  20.91386  21.11606  -20.36718
S  16.19656  7.76202  -18.58679
N  20.31750  18.77772  -22.78573
C  19.26935  20.88571  -22.73706
H  21.66661  20.74214  -23.84377
C  15.40228  18.16247  -17.02011
C  18.95060  17.39175  -21.16285
H  14.17120  16.40358  -16.96353
H  18.26316  16.54356  -21.20946
H  14.91299  18.95103  -19.90874
C  17.81481  14.26547  -14.24303
O  17.88244  8.15149  -25.48971
O  15.36525  14.39609  -20.85730
H  13.94062  18.37464  -15.46283
C  19.12479  16.77571  -23.57819
H  19.51334  13.12709  -15.08414
H  17.09519  20.86828  -22.60268
H  19.62186  12.86568  -12.76275
H  18.83382  10.55025  -12.95120
C  17.89768  18.83822  -22.92082
N  16.67588  12.56898  -19.93739
C  15.44795  14.88960  -23.91713
H  15.46795  12.85213  -16.25164
H  19.25830  21.94959  -22.49505
H  17.89068  16.51009  -14.21939
H  13.15640  17.14409  -25.34881
C  13.70510  15.28398  -27.33022
H  15.00840  15.50446  -23.12842
H  17.02883  18.24402  -22.60790
C  14.37687  18.99682  -16.24842
H  17.06703  15.73752  -12.81124
H  15.17550  12.36752  -13.93159
H  15.83729  18.79492  -17.80318
H  21.80660  21.80403  -22.37582
H  15.64982  10.83806  -12.23394
H  19.32850  20.74597  -23.81927
C  16.04727  11.94642  -14.44465
H  17.63413  18.96823  -23.98046
H  15.73199  14.80172  -26.00320
H  13.40708  18.49199  -20.61926
C  14.22792  18.10751  -19.99905
H  19.67196  17.03943  -24.48503
O  18.58080  13.31584  -21.51560
N  13.80152  10.50593  -19.66386
H  19.69705  19.77140  -20.13917
O  11.56941  18.93451  -18.62740
H  14.29362  16.13521  -27.66408
O  12.94740  12.86438  -19.37387
H  17.14953  12.47373  -16.30344
H  18.52302  18.07039  -20.42832
C  16.45866  11.54819  -12.02739
F  18.35672  10.84896  -17.78031
O  18.84438  13.26028  -12.33293
C  13.96884  20.77818  -18.00939
H  21.59703  17.73362  -23.67258
C  20.46166  20.09195  -22.17933
H  11.36684  13.55623  -25.47415
C  17.94981  20.24516  -22.32209
H  17.63047  9.86919  -13.91167
C  18.14034  10.81954  -13.76051
C  19.07350  14.12134  -15.14848
O  17.63231  9.24790  -16.25627
H  14.79755  17.36469  -20.55897
H  12.61012  11.12992  -24.40718
C  13.56082  17.57765  -18.72620
H  13.21961  21.34791  -18.56031
H  12.56628  16.02739  -24.17770
H  12.65772  20.97654  -15.58857
F  13.92400  11.58929  -17.55028
H  11.82834  16.70432  -19.65144
N  16.95649  7.76578  -23.13329
H  21.31698  19.35894  -20.35142
H  11.67315  20.93800  -16.96219
C  15.07738  15.37155  -25.33484
H  11.73062  16.18733  -25.77074
O  19.14911  13.02437  -19.04737
H  16.23046  17.83822  -16.39106
H  15.68225  14.56320  -14.63301
O  16.12232  7.30363  -19.92691
H  14.04539  14.36255  -27.80748
S  17.51119  9.27841  -22.56143
C  12.69012  16.16059  -25.25418
O  19.13037  8.64934  -18.13862
H  14.86944  19.79993  -15.68653
H  18.68071  11.10814  -14.65877
F  18.29304  8.63849  -21.34147
H  14.15532  11.11670  -23.57904
C  12.67418  16.36571  -19.03861
F  13.58006  8.76479  -21.25687
H  12.87818  14.49021  -22.71776
C  13.64485  15.04854  -25.78937
H  17.77596  20.12315  -21.24472
N  17.78680  13.22544  -13.23714
S  16.28792  14.09757  -19.81225
H  16.74220  14.93141  -16.00479
N  12.76466  18.53520  -17.96874
F  15.40224  13.93403  -18.49277
O  18.53382  9.96577  -23.27394
C  19.11805  17.96909  -22.58947
H  18.09176  16.51382  -23.78485
H  19.67313  15.95926  -23.10768
H  15.31014  16.43348  -25.40317
C  21.71700  20.78771  -22.75705
H  11.64009  19.61451  -15.73594
H  17.10827  10.99414  -11.34404
O  12.03895  10.48909  -21.46060
H  19.84403  14.83950  -14.84530
S  12.61815  9.73006  -20.38876
N  13.27152  13.69596  -25.50229
O  12.07964  13.26306  -26.06786
H  15.29897  16.37278  -18.22926
S  17.95378  9.29906  -17.64653
O  15.81894  9.35543  -24.79123
H  12.67554  15.42884  -27.67466
O  16.46502  10.01524  -21.87583
S  18.38504  12.75330  -20.22016
C  12.27021  20.27067  -16.33498
O  21.52421  18.02361  -22.75847
H  16.01416  12.41032  -11.53500
C  16.36946  12.83683  -15.63068
H  14.59897  21.42161  -17.38660
H  22.59668  20.25515  -22.39072
H  16.53901  14.93141  -23.90793
H  14.73686  20.51065  -18.74031

Results
- electronic energy (eV) = -231174.6798
- gap between HOMO and LUMO (Eh) = 0.2791
- LUMO level (eV) = 3.161
- HOMO energy (Eh) = -0.163
- expectation value of S² = 8.754
- spin multiplicity = 6
- total charge = -2

A cluster of 4 separate species, C36H76N4O4 in total in a non-equilibrium geometry, computed with ωB97M-V/def2-TZVPD.

Cartesian coordinates (Å):
H  1.31366  -7.10522  1.80824
C  -2.99960  -3.64372  -3.57893
N  0.48905  5.65771  3.14197
H  2.65541  4.90593  1.47574
C  2.10090  -5.44666  2.91087
H  -3.55728  -3.84437  -6.46713
H  -1.06213  0.09123  -1.92757
H  -0.05525  6.73477  5.98598
H  -2.76083  -5.61714  -4.86236
H  0.96041  2.72800  2.19122
H  0.76945  -1.55060  2.41792
H  -2.15612  -1.90600  -6.96214
H  -4.87140  -4.04028  -4.50346
C  1.75200  -6.03975  4.28272
C  -1.64525  1.66182  -0.59768
C  1.09808  3.10846  3.20334
C  1.62697  -1.79238  1.78998
H  -0.41622  8.13157  4.02238
H  -1.97878  7.51486  4.31139
H  1.49635  -1.27229  0.84102
H  -3.50018  -2.47031  -1.75737
C  -1.86462  4.83968  3.70736
C  -0.33471  5.81972  5.46377
H  1.01766  0.93642  0.14902
H  0.71393  -5.79005  4.50215
C  -1.93049  4.04955  -0.65084
H  2.47921  -1.26104  2.21363
H  -0.08068  4.77612  1.60424
H  1.20951  2.87793  -3.61782
H  1.10423  -3.48502  -0.47342
C  1.05547  -5.46610  0.50078
H  3.59030  4.26298  2.61351
H  0.13187  -5.95436  2.48932
C  2.44538  2.66765  -1.05454
H  2.24863  1.48131  -3.31112
H  2.49049  5.55363  5.15787
H  0.03045  -3.51597  0.88074
C  3.48666  -6.16737  2.75399
H  3.82143  -6.10286  1.71867
C  -1.18625  2.95845  -1.35974
H  0.43534  -0.73259  -4.34042
H  0.12313  2.93241  3.65783
C  -0.71987  0.44128  -0.95371
H  4.22512  -5.58481  3.30480
H  0.40503  5.09106  -1.29884
C  -1.10349  7.35741  3.68116
H  1.25515  0.06719  -1.41458
H  -2.78897  2.68638  -2.81572
C  -0.45295  -0.80035  -4.96847
H  -3.09024  -5.75376  -3.18763
N  -1.88508  -2.67821  -3.73909
C  -0.42645  -3.34597  -5.53149
H  -4.67870  -2.48280  -6.32187
H  -2.93719  -0.88039  -5.77493
H  2.36001  -5.67090  5.10877
H  3.73243  -4.08373  0.02573
H  1.77176  -7.12950  4.29605
H  -2.98881  3.88822  -0.85589
H  0.16913  -3.92486  -4.82562
C  1.05710  -6.05190  1.92141
C  0.98890  -3.89761  0.52886
O  0.56296  4.43803  -1.98455
H  2.41802  3.90402  5.38248
H  0.28294  -5.96946  -0.08054
N  2.05622  -3.97385  2.87163
H  -1.10330  -0.01219  -4.58907
H  1.94595  -2.96076  4.28680
O  0.19636  5.68047  1.76848
C  1.15365  2.17659  -1.65123
O  -0.92137  -2.74871  -2.70410
H  -1.20494  5.40824  5.97513
C  0.72646  0.86904  -0.89920
H  0.27931  -3.04547  -6.30589
C  1.85076  4.70640  4.91079
C  2.70457  4.89637  2.56458
C  -3.57768  -3.47299  -2.17773
C  -1.28241  -2.16540  -5.05177
C  -4.18257  -3.19607  -4.47292
O  2.69689  -3.34621  3.82951
H  -1.27700  -2.04207  -2.16024
H  2.83451  3.56956  -1.52701
C  0.65701  4.72215  5.88547
H  -0.90091  -0.35572  -0.23252
H  0.13100  3.77805  6.02724
C  -3.76150  -2.91983  -5.92711
H  2.30341  3.16921  -0.09725
C  1.46914  4.61396  3.43150
H  -1.43273  1.73464  0.46892
C  -0.69686  5.85607  3.95146
H  -2.64334  1.32320  -0.87563
H  -1.40446  3.31412  -3.66431
H  3.64324  -2.45016  0.22086
H  -1.22724  -4.00144  -5.87386
C  -2.62278  -5.09232  -3.91706
H  -2.12438  4.69092  2.65928
C  3.49850  -3.35874  0.80534
C  -1.69916  2.67475  -2.83216
H  -4.59888  -2.21630  -4.23875
H  -2.98020  -3.90535  -1.37512
H  -2.80319  5.13389  4.17707
H  -0.19472  -0.35774  -5.93051
H  1.94084  -5.58272  -0.12423
H  -4.54833  -3.93286  -1.99201
H  1.75712  2.42621  3.74030
N  0.24712  3.27850  -1.22443
H  -1.79389  4.16723  0.42415
C  2.02847  -3.28563  1.53610
H  3.48179  -7.22166  3.03066
H  -1.44270  7.34185  2.64541
H  3.20105  1.90721  -0.85755
H  0.97269  4.98999  6.89379
H  4.34158  -3.37467  1.49605
H  -1.60147  -5.37580  -3.66279
H  -1.37888  1.69623  -3.18991
C  -2.57409  -1.89214  -5.95556
C  1.26258  1.90704  -3.12521
H  -1.64829  4.99140  -1.12136
H  -1.58817  3.89855  4.18271
H  0.47834  1.31768  -3.60032
H  2.95391  5.94182  2.74614

Results
- electronic energy (eV) = -52705.7242
- gap between HOMO and LUMO (Eh) = 0.3102
- LUMO level (eV) = 0.493
- HOMO energy (Eh) = -0.292
- SMILES = CC1(C)CCCC(C)(C)N1O.CC1(C)CCCC(C)(C)N1O.CC1(C)CCCC(C)(C)N1O.CC1(C)CCCC(C)(C)N1O
- energy above the lowest of the compared OMol25 structures with the same formula, charge and spin (kcal per mole) = 108.72
- total charge = 0